No. 1
Molecular formula: C4H9NO
Method: DFT, wB97M-V/def2-TZVPD

Structure (XYZ):
```
15
Properties=species:S:1:pos:R:3:forces:R:3
O 1.32697 1.94111 1.48466 0.032 -0.020 -0.078
C 0.66644 1.66579 2.44531 0.041 0.051 0.061
H 1.05517 1.00465 3.24157 -0.067 -0.006 -0.001
H -0.35171 2.07172 2.58328 -0.003 -0.040 0.020
N -0.25057 -2.06368 0.02270 -0.054 0.090 0.048
C -0.74311 -0.71995 -0.31346 0.104 -0.030 -0.040
C -0.01450 0.33254 -2.45075 0.112 0.077 -0.129
C 0.23292 -0.00207 -1.19754 -0.132 -0.069 0.139
H -0.90186 -2.51900 0.65209 0.050 -0.020 -0.005
H 0.63238 -1.99037 0.51573 0.013 -0.045 -0.017
H -0.92234 -0.10617 0.57958 -0.073 0.047 0.007
H -1.69409 -0.82508 -0.83859 0.006 -0.004 0.016
H 0.73513 0.84419 -3.04011 -0.055 0.034 -0.060
H -0.95968 0.10562 -2.92969 -0.006 -0.022 0.009
H 1.18885 0.26073 -0.75477 0.032 -0.044 0.030
```
Forces are in eV/Å.

Properties
frontier orbital gap	9.95	eV
SMILES	C=CCN.C=O
relative energy (zero: lowest compared OMol25 entry of this formula, charge and spin)	254.3	kJ/mol
HOMO energy	-9.35	eV

These are the natural (NBO) partial charges, in e, on atoms 1 to 8: -0.491, 0.274, 0.107, 0.110, -0.824, -0.252, -0.384, -0.178

***

No. 2
Molecular formula: C2HN3
Method: DFT, wB97M-V/def2-TZVPD

Structure (XYZ):
```
6
Properties=species:S:1:pos:R:3:forces:R:3
C 1.08268 0.39234 0.12277 -2.141 -0.434 1.038
C -0.29630 0.28854 0.30255 0.594 3.994 0.864
N 2.18841 0.58031 -0.12748 1.536 0.107 -0.264
N -1.02547 -1.24010 -0.54935 -2.728 -5.222 -2.284
N -1.06807 -1.05606 0.59427 2.101 2.785 -0.997
H -0.88125 1.03497 -0.34275 0.637 -1.230 1.642
```
Forces are in eV/Å.

Properties
frontier orbital gap (alpha / beta)	8.26 / 10.03	eV
relative energy (zero: lowest compared OMol25 entry of this formula, charge and spin)	0.0	kJ/mol
HOMO energy (alpha / beta)	-8.10 / -12.63	eV
multiplicity	3
<S²>	2.027

Charges obtained by natural (NBO) population analysis, quoted in units of e: 0.136, -0.077, -0.233, 0.021, -0.081, 0.234

***

Which of these has the lowest relative energy (zero: lowest compared OMol25 entry of this formula, charge and spin)? C2HN3

***

The highest relative energy (zero: lowest compared OMol25 entry of this formula, charge and spin) belongs to which entry? C4H9NO